[1]
# C5H8LaO6

C5H8LaO6 as an isolated structure in a non-equilibrium geometry (ωB97M-V/def2-TZVPD, the OMol25 dataset).

The geometry in XYZ format:
```
20
Properties=species:S:1:pos:R:3:forces:R:3
O -1.87715 -2.53102 0.23125 1.7 2.5 0.1
C -1.60799 -1.32420 0.10421 -3.6 -2.7 -1.7
O -1.76423 0.85723 1.16773 0.7 0.2 0.5
C -1.86398 1.93995 0.46016 -1.0 -1.0 -1.6
C -2.48016 -0.34253 0.92788 0.2 -0.1 2.0
O -2.96156 2.21739 -0.15114 -0.4 0.1 0.5
O -0.89900 2.62722 0.15301 3.1 1.8 0.2
H -1.62586 -1.03478 -0.98401 1.0 -0.2 0.1
H -3.43278 -0.19100 0.40476 0.2 -0.3 -0.3
H -2.65028 -0.80221 1.91229 -0.1 0.2 -0.2
O 2.18267 -1.97913 -0.85759 -0.3 0.2 0.8
C 1.72385 -0.72118 -0.70093 -2.4 -0.7 -1.6
C 2.77772 0.06995 0.03163 -0.7 0.2 0.3
O 2.74088 1.39613 -0.02487 -1.3 2.1 0.1
H 1.61119 -2.49470 -1.44327 0.3 -0.3 -0.2
H 0.33153 -0.75128 -0.28485 2.9 0.4 0.2
H 3.83074 -0.21191 -0.25210 0.1 -0.5 0.1
H 2.85382 -0.24552 1.10826 0.4 -0.1 0.3
La 1.61366 3.78100 -0.12465 -0.7 -2.0 0.3
H 1.49693 -0.25940 -1.67779 0.0 0.2 0.2
```
Forces are in eV/Å.

Net charge: +4
LUMO level (spin up / spin down) in eV: -18.0 / -18.6
Multiplicity: 2
HOMO-LUMO gap (spin up / spin down) in hartree: 0.213 / 0.187
E_HOMO (spin up / spin down) in eV: -23.774 / -23.699

---

[2]
# CH14O5S2

A 6-piece molecular cluster, CH14O5S2 overall in a non-equilibrium geometry (ωB97M-V/def2-TZVPD, the OMol25 dataset).

The geometry in XYZ format:
```
22
Properties=species:S:1:pos:R:3:forces:R:3
C -3.45489 2.09526 -0.49188 -0.4 0.6 -0.2
S -2.54030 1.51994 -1.94278 -0.4 -0.6 0.5
S -0.73967 2.41452 -1.95707 0.6 1.9 -1.3
H -4.34169 1.45809 -0.46464 -0.1 0.2 -0.1
H -3.73883 3.17405 -0.40167 0.4 -0.9 -0.5
H -2.85097 1.79673 0.33057 0.3 0.0 0.9
H 0.03635 2.33322 -0.86874 -0.6 -1.0 0.6
O 1.00099 -3.09174 -0.74736 0.2 -0.7 0.2
H 0.34891 -3.72943 -0.43263 -0.5 0.4 0.0
H 1.74593 -3.69840 -0.84046 0.3 0.3 -0.2
O 0.41699 1.54848 1.27680 0.2 0.2 -0.4
H -0.09511 0.74855 1.12057 0.0 -0.1 0.3
H 0.50233 1.66717 2.22598 -0.1 -0.2 0.1
O 0.67387 -1.63794 2.66136 0.2 0.0 0.0
H 1.39465 -1.10573 2.26678 -0.4 0.0 0.1
H 0.90614 -2.50512 2.31630 -0.3 -0.2 0.1
O 1.14261 -0.11943 -2.08037 0.1 -0.8 0.5
H 1.05128 -0.65804 -1.27107 0.0 0.3 -0.4
H 1.00551 -0.78269 -2.77174 0.0 0.3 0.1
O 2.45735 -0.53690 1.02896 0.2 0.1 0.5
H 2.76008 -1.21513 0.42396 0.0 0.4 -0.5
H 2.31847 0.32456 0.61912 0.1 -0.2 -0.4
```
Forces are in eV/Å.

SMILES string: CSS.O.O.O.O.O
LUMO level in eV: 0.0
HOMO-LUMO gap in hartree: 0.295
ΔE to the lowest compared entry with this formula, charge and spin in eV: 1.371
E_HOMO in eV: -8.006

---

[3]
# C17H19ClEuN3O6S

C17H19ClEuN3O6S as an isolated structure in a non-equilibrium geometry (ωB97M-V/def2-TZVPD, the OMol25 dataset).

The geometry in XYZ format:
```
48
Properties=species:S:1:pos:R:3:forces:R:3
Eu 0.15352 0.53609 0.28446 -3.2 -0.3 -3.1
O 3.22752 0.25829 -3.01234 0.4 0.0 -0.2
C 2.65712 0.14519 -1.85414 -0.3 -0.1 0.2
O 1.44892 0.29589 -1.66894 0.2 0.1 -0.3
C 3.62332 -0.20411 -0.73624 0.2 0.0 -0.1
O 2.91992 -0.78511 0.34666 0.1 0.2 -0.1
C 3.14672 -0.22061 1.65476 -0.1 0.0 0.1
C 1.91942 0.67849 1.76496 2.9 0.1 1.7
O 1.89042 1.66819 0.99346 0.8 0.6 0.4
O 0.86512 0.23639 2.28786 0.2 -0.5 1.3
H 2.64142 0.46299 -3.76494 -0.1 0.0 0.4
H 4.37602 -0.90521 -1.12384 -0.2 0.2 0.1
H 4.13672 0.72559 -0.45294 -0.1 -0.1 -0.1
H 3.13982 -1.04821 2.36806 0.0 0.2 -0.1
H 4.07922 0.33969 1.71636 0.0 -0.1 0.0
C -4.08188 -1.02041 -0.90704 0.2 0.5 0.0
S -3.57458 0.42539 0.07606 -0.6 -1.1 0.3
C -4.30698 -0.13851 1.63946 0.2 0.3 -0.3
O -2.06498 0.21769 0.25586 -0.3 0.1 0.1
H -3.72198 -1.93261 -0.44494 0.1 0.0 0.2
H -3.65948 -0.91601 -1.90134 0.0 0.1 -0.1
H -5.16328 -1.03071 -0.98044 -0.2 0.1 0.0
H -5.38398 -0.16371 1.50936 -0.2 0.0 -0.1
H -4.06098 0.56799 2.42716 0.1 0.1 0.0
H -3.93538 -1.12631 1.89006 0.1 -0.1 -0.1
Cl 1.60382 5.84179 -1.84304 0.0 -0.1 0.0
C 0.60632 4.93779 -0.78584 -0.4 -0.3 0.2
C -0.00388 5.53329 0.31716 0.1 -0.3 -0.2
C -0.82208 4.75249 1.11646 -0.1 -0.2 0.0
C -0.97948 3.40649 0.82646 -0.1 0.0 -0.1
N -0.39108 2.82039 -0.23364 -0.1 1.0 0.1
C 0.37482 3.58189 -1.02474 0.1 0.2 -0.1
H 0.16562 6.57469 0.54746 0.0 0.1 -0.1
H -1.33558 5.18699 1.96066 0.0 0.0 0.1
H -1.60548 2.76689 1.45646 0.2 0.2 -0.2
H 0.82352 3.09739 -1.88824 0.0 0.1 0.1
N 0.10372 -7.17921 -0.68594 0.0 -0.6 -0.1
C 0.11722 -6.04611 -0.53834 0.1 0.1 0.0
C 0.12942 -4.63701 -0.35364 0.0 0.9 0.1
C -0.46318 -3.79311 -1.29794 0.1 0.0 0.1
C -0.44378 -2.43041 -1.07124 0.0 0.1 0.1
N 0.08602 -1.87181 0.03146 0.0 -1.1 -0.1
C 0.64202 -2.69211 0.93976 0.0 0.0 0.0
C 0.70822 -4.06401 0.77996 -0.2 0.0 -0.2
H -0.92748 -4.19951 -2.18394 0.0 0.0 -0.1
H -0.88078 -1.74591 -1.79894 0.1 -0.2 0.1
H 1.03392 -2.22531 1.84006 0.0 -0.1 -0.2
H 1.18652 -4.68201 1.52216 0.0 0.0 0.1
```
Forces are in eV/Å.

Net charge: +2
LUMO level (spin up / spin down) in eV: -6.8 / -6.1
Multiplicity: 7
HOMO-LUMO gap (spin up / spin down) in hartree: 0.304 / 0.333
ΔE to the lowest compared entry with this formula, charge and spin in eV: 0.340
E_HOMO (spin up / spin down) in eV: -15.106 / -15.106

---

[4]
# C4H33N2O12

A 12-piece molecular cluster, C4H33N2O12 overall in a non-equilibrium geometry (ωB97M-V/def2-TZVPD, the OMol25 dataset).

The geometry in XYZ format:
```
51
Properties=species:S:1:pos:R:3:forces:R:3
O 0.99650 -0.12685 -0.51235 -0.4 0.4 0.1
C 0.88716 -0.25902 0.71662 1.5 -0.2 -0.6
N 1.80811 0.23329 1.54076 -0.4 -0.5 0.9
C 1.74299 0.07893 2.99095 0.3 0.2 0.3
C -0.22849 -1.12091 1.24352 -0.4 0.1 0.4
N -0.74640 -2.02604 0.16452 0.9 0.3 -0.3
C -2.00611 -1.55784 -0.43277 -1.1 0.4 -0.8
H 2.53277 0.84888 1.20430 -0.3 -0.1 -0.5
H 2.31478 0.88265 3.47049 0.1 -0.3 -0.3
H 0.73390 0.21621 3.36072 -0.3 -0.2 0.0
H 2.15234 -0.89215 3.29737 -0.1 0.3 0.0
H 0.03950 -1.71100 2.12055 0.1 0.1 -0.2
H -1.00072 -0.41056 1.56040 -0.1 -0.3 0.0
H -0.82234 -2.97624 0.52577 -0.3 0.1 0.1
H 0.01998 -2.14482 -0.61552 -0.2 0.0 0.4
H -2.35363 -2.21378 -1.24232 0.4 0.0 0.3
H -1.91003 -0.54876 -0.85842 0.3 -0.4 0.2
H -2.80407 -1.48825 0.29642 0.1 -0.1 0.4
H -4.71354 1.10080 2.41165 0.2 0.0 -0.2
H -3.44388 1.15274 1.47432 -0.6 -0.2 0.4
O -3.87960 0.66033 2.21465 0.3 0.2 -0.3
H 1.49169 -2.27744 -2.25089 -0.4 -0.3 0.0
H 1.97834 -2.85328 -0.92919 -0.5 -0.1 -0.1
O 1.15876 -2.80096 -1.48072 0.5 0.1 -0.1
H 2.45728 -0.46242 -3.04846 0.0 0.0 -0.5
H 2.51174 -1.45851 -4.28596 0.0 0.0 0.0
O 1.99983 -1.22393 -3.50610 0.1 0.2 0.1
H -0.59007 2.41941 2.39422 -0.1 0.1 0.0
H -0.50840 2.40931 0.83877 0.1 0.1 0.5
O -0.45383 1.84383 1.63771 -0.2 0.1 -0.2
H 0.19423 -0.43393 -3.38327 -0.1 0.1 -0.2
H -0.10693 -0.08410 -1.94937 -0.1 0.1 -0.3
O -0.38865 0.14670 -2.86093 0.2 -0.3 0.4
H 4.06905 -2.37087 -0.22433 0.1 -0.2 0.0
H 3.65538 -3.82800 0.15624 0.2 0.1 0.0
O 3.33889 -2.92203 0.07589 -0.1 0.1 0.2
H 2.37730 1.69778 -2.47616 0.3 -0.3 0.1
H 2.34666 0.57622 -1.44394 0.1 0.2 0.0
O 2.88844 0.91187 -2.18306 0.0 0.1 0.1
H 0.32708 1.63579 -2.78869 -0.2 0.2 -0.5
H 0.62039 3.02722 -3.52141 -0.1 -0.2 0.0
O 0.75664 2.53104 -2.70571 0.0 0.3 0.3
H -3.73254 2.22493 -0.70792 0.0 0.0 0.0
H -2.24137 2.31250 -0.27324 -0.7 -0.1 -0.1
O -3.07659 1.80797 -0.14365 0.5 0.0 0.0
H -3.01555 -0.73201 4.96927 0.0 0.1 -0.1
H -2.95426 0.00719 3.59311 0.0 -0.3 0.3
O -2.43517 -0.52758 4.23195 0.2 0.1 -0.3
H -0.24981 3.07165 -1.36571 -0.2 0.1 0.2
H -0.88542 4.30892 -0.67411 -0.1 -0.1 0.1
O -0.85235 3.34511 -0.62598 0.4 0.1 -0.5
```
Forces are in eV/Å.

Net charge: +1
LUMO level in eV: -2.3
HOMO-LUMO gap in hartree: 0.395
ΔE to the lowest compared entry with this formula, charge and spin in eV: 0.000
E_HOMO in eV: -13.011

---

[5]
# FH3NOPS

One molecule with the formula FH3NOPS in a non-equilibrium geometry (ωB97M-V/def2-TZVPD, the OMol25 dataset).

The geometry in XYZ format:
```
8
Properties=species:S:1:pos:R:3:forces:R:3
N 0.96425 0.44194 0.04665 0.5 1.4 -2.8
P -0.00809 -0.47888 -0.96708 -2.3 -1.3 0.0
O -1.61039 -0.69034 -0.23951 4.0 0.2 -1.3
F -0.40550 0.59108 -2.03552 0.2 -0.1 0.0
S 0.80465 -2.09746 -1.64970 -0.8 0.9 0.4
H 1.93447 0.53238 -0.39715 -1.9 -0.1 0.7
H 1.06886 -0.12901 0.81108 0.7 -1.4 2.8
H -1.75950 0.06922 0.32626 -0.2 0.4 0.2
```
Forces are in eV/Å.

SMILES string: N[P@@](O)(F)=S
LUMO level in eV: 0.4
HOMO-LUMO gap in hartree: 0.363
ΔE to the lowest compared entry with this formula, charge and spin in eV: 0.619
E_HOMO in eV: -9.481

---

[6]
# C25H20F6N3NaO6P

C25H20F6N3NaO6P as an isolated structure in a non-equilibrium geometry (ωB97M-V/def2-TZVPD, the OMol25 dataset).

The geometry in XYZ format:
```
62
Properties=species:S:1:pos:R:3:forces:R:3
Na 1.14632 0.20179 0.94890 -1.0 -0.8 0.2
O -2.88804 0.84027 6.28185 -0.1 0.0 0.0
C -2.21728 0.71573 5.08854 0.0 0.0 -0.1
C -0.92874 1.19318 4.93354 0.0 0.0 0.0
C -0.30869 1.04079 3.70181 -0.2 -0.1 -0.2
N -0.90079 0.42819 2.66367 0.1 0.0 0.2
C -2.15328 -0.02755 2.82781 0.2 0.1 0.0
C -2.85255 0.11215 4.02280 0.0 0.0 0.0
C -2.87499 -0.74629 1.67012 0.1 -0.2 -0.4
O -4.11928 -0.59421 1.64274 0.5 -0.2 0.0
O -2.13662 -1.42039 0.90397 -0.4 0.2 0.4
C 1.12119 1.61372 3.53806 0.2 0.1 -0.1
O 1.59957 2.16110 4.55205 -0.1 -0.1 -0.4
O 1.63767 1.48230 2.39565 0.2 0.9 1.4
H -2.29574 1.29380 6.88614 0.1 0.1 0.1
H -0.37873 1.68422 5.73096 0.0 0.0 -0.1
H -3.87424 -0.23963 4.08633 0.1 0.0 0.0
C -0.46458 5.06593 0.91521 0.0 0.1 -0.2
C -0.34216 5.35539 -0.44099 0.0 -0.1 0.0
C -0.24796 4.32989 -1.37390 0.0 0.2 0.1
C -0.27789 2.98983 -0.97573 -0.1 -0.1 -0.1
C -0.38852 2.76900 0.38313 -0.1 0.2 -0.3
C -0.48814 3.74220 1.33861 0.0 -0.2 0.4
C -0.24591 1.88257 -1.97377 0.1 -0.2 0.2
C 0.41733 2.04365 -3.22029 0.1 0.2 0.0
C 0.42940 1.01385 -4.10396 0.1 0.0 -0.1
C -0.21148 -0.20034 -3.77411 -0.1 0.0 0.1
C -0.25595 -1.31727 -4.64144 0.0 0.0 0.0
C -0.88846 -2.46392 -4.25374 0.0 0.0 0.1
C -1.49348 -2.54718 -2.97599 0.1 0.1 0.0
C -1.45402 -1.49275 -2.10633 -0.1 0.1 0.2
C -0.81490 -0.28642 -2.49842 0.0 0.1 0.0
N -0.81547 0.75786 -1.62141 0.0 0.0 -0.1
H -0.52903 5.86576 1.64267 0.0 0.0 0.0
H -0.32294 6.38499 -0.77586 0.0 0.0 0.0
H -0.18218 4.57178 -2.42691 0.0 0.0 -0.1
H -0.55732 3.49073 2.39437 0.0 0.0 -0.2
H 0.97548 2.94954 -3.42197 -0.1 0.0 0.0
H 0.96675 1.09658 -5.04301 0.0 0.0 0.0
H 0.22151 -1.24771 -5.61279 0.0 0.0 0.0
H -0.92377 -3.31653 -4.92254 0.0 0.0 0.0
H -1.99215 -3.46360 -2.68198 0.0 0.0 0.0
H -1.90232 -1.53068 -1.10974 0.1 0.0 -0.1
F 2.00799 -0.12384 -0.86462 0.1 -0.1 -0.8
P 3.60679 -0.03447 -1.26415 0.1 -0.1 -0.3
F 5.17149 0.01916 -1.66061 -0.1 0.0 0.1
F 3.47920 -1.52077 -1.91331 0.0 -0.1 0.0
F 3.95394 -0.69754 0.16019 0.2 -0.1 0.1
F 3.66604 1.42287 -0.61420 0.1 0.2 0.0
F 3.19980 0.60684 -2.68720 0.0 0.0 -0.1
C 1.27072 -4.27348 -1.17291 0.0 0.0 0.1
N 0.84898 -3.72915 0.10186 -0.1 0.1 0.1
C -0.40192 -4.17875 0.69836 0.2 0.0 -0.1
C 1.60443 -2.78705 0.71448 -0.1 0.0 0.3
O 1.35240 -2.26669 1.79679 0.1 -0.2 -0.6
H 1.61420 -5.30977 -1.07761 0.0 0.0 0.0
H 2.08340 -3.66806 -1.57947 -0.1 0.0 0.1
H 0.44252 -4.24850 -1.88202 0.0 0.0 0.0
H -0.24930 -5.07517 1.31429 0.0 0.1 -0.1
H -1.11226 -4.40992 -0.09738 0.0 0.0 0.0
H -0.82780 -3.38020 1.30177 0.0 0.1 0.0
H 2.50180 -2.52784 0.13167 -0.1 0.0 0.1
```
Forces are in eV/Å.

Net charge: -2
LUMO level (spin up / spin down) in eV: 4.0 / 4.0
Multiplicity: 2
HOMO-LUMO gap (spin up / spin down) in hartree: 0.255 / 0.255
ΔE to the lowest compared entry with this formula, charge and spin in eV: 0.534
E_HOMO (spin up / spin down) in eV: -2.910 / -2.909

---

no.,E_tot (eV)
1,-18400.320
2,-33171.612
3,-77366.553
4,-32231.025
5,-26430.167
6,-73025.325